A molecular structure, C27H31GeN5ORe. Source: the Open Molecules 2025 dataset; level of theory: ωB97M-V with the def2-TZVPD basis set.

Its spin multiplicity is 4. The molecular weight is 700.40 g/mol. As for the total charge: +2. Its HOMO-LUMO gap (spin up / spin down) is 6.80 / 6.99 eV. The value obtained for the HOMO energy (spin up / spin down) is -13.26 / -13.99 eV.

Last column: Löwdin spin population.
CARTESIAN COORDINATES (ANGSTROEM)
Re (-0.1768, 0.0852, 0.0737)  2.30
C (2.6301, 0.0851, -1.8287)  0.03
C (2.9329, 0.1692, -0.3649)  0.03
C (4.2569, 0.1724, 0.0731)  0.00
C (4.5437, 0.2154, 1.4154)  0.02
C (3.4942, 0.2543, 2.3295)  0.00
C (2.2070, 0.2563, 1.8634)  0.02
N (1.9229, 0.2190, 0.5235)  0.03
C (1.0388, 0.3020, 2.7783)  0.03
C (1.0814, 0.5535, 4.1347)  0.00
C (-0.1151, 0.5865, 4.8390)  0.03
C (-1.3250, 0.3818, 4.1914)  0.00
C (-1.3124, 0.1415, 2.8310)  0.03
N (-0.1432, 0.0969, 2.1744)  0.05
C (-2.5010, -0.0675, 1.9667)  0.01
C (-3.7694, -0.1690, 2.4764)  0.00
C (-4.8334, -0.3662, 1.6030)  0.01
C (-4.5794, -0.4690, 0.2565)  0.00
C (-3.2739, -0.3660, -0.2217)  0.02
C (-2.9976, -0.5045, -1.6888)  0.03
N (-2.2557, -0.1531, 0.6266)  0.02
H (2.8407, -0.9239, -2.1916)  0.00
H (3.2746, 0.7681, -2.3838)  0.00
H (1.5930, 0.3324, -2.0431)  0.02
H (5.0475, 0.1396, -0.6651)  0.00
H (5.5689, 0.2108, 1.7616)  0.00
H (3.6929, 0.2744, 3.3909)  0.00
H (2.0174, 0.7393, 4.6415)  0.00
H (-0.1044, 0.7876, 5.9027)  0.00
H (-2.2524, 0.4304, 4.7429)  0.00
H (-3.9404, -0.1042, 3.5412)  0.00
H (-5.8441, -0.4459, 1.9819)  0.00
H (-5.3813, -0.6331, -0.4514)  0.00
H (-3.4326, -1.4341, -2.0593)  0.00
H (-1.9325, -0.5014, -1.9100)  0.02
H (-3.4576, 0.3161, -2.2427)  0.00
C (0.0382, 4.5983, -2.0604)  0.02
Ge (0.2921, 3.5110, -0.4808)  0.04
C (2.1557, 3.4231, 0.0678)  0.01
C (-0.8079, 4.1447, 0.9994)  -0.01
C (-0.4933, 1.7117, -0.8460)  0.09
H (0.3909, 5.6118, -1.8618)  0.00
H (-1.0231, 4.6451, -2.3076)  0.00
H (0.5850, 4.2031, -2.9167)  0.00
H (2.5209, 4.4369, 0.2414)  0.00
H (2.7802, 2.9709, -0.7045)  0.00
H (2.2620, 2.8647, 1.0000)  0.00
H (-0.6144, 5.1985, 1.2075)  0.00
H (-0.5918, 3.5675, 1.9024)  0.00
H (-1.8642, 4.0321, 0.7506)  0.00
H (-1.3772, 1.8649, -1.4829)  0.03
N (0.2306, -7.0994, -1.6859)  0.00
C (0.0772, -6.4926, -0.4905)  0.00
O (-0.0568, -7.0794, 0.5584)  0.00
C (0.0652, -4.9706, -0.4760)  0.01
C (-0.0184, -4.3691, 0.7730)  0.00
C (-0.0452, -2.9952, 0.8588)  0.02
N (0.0065, -2.1960, -0.2282)  0.06
C (0.0870, -2.7819, -1.4295)  0.02
C (0.1189, -4.1525, -1.5930)  0.00
H (0.2421, -8.1069, -1.6989)  0.00
H (0.3690, -6.6136, -2.5509)  0.00
H (-0.0644, -4.9923, 1.6559)  0.00
H (-0.1103, -2.5120, 1.8259)  0.00
H (0.1271, -2.1220, -2.2877)  0.01
H (0.1786, -4.5435, -2.6001)  0.00

***

A molecular structure, C27H31N2P3V at a distorted geometry. Source: the Open Molecules 2025 dataset; level of theory: ωB97M-V with the def2-TZVPD basis set.

Its spin multiplicity is 4. The molecular weight is 527.42 g/mol. As for the total charge: +2. Its HOMO-LUMO gap (spin up / spin down) is 8.55 / 8.59 eV. The value obtained for the HOMO energy (spin up / spin down) is -14.24 / -14.42 eV.

Last column: Löwdin spin population.
CARTESIAN COORDINATES (ANGSTROEM)
V (-0.1348, 0.1065, 0.0441)  2.72
N (1.1492, -2.2800, -1.4151)  0.01
P (-0.3843, -2.1811, -0.6386)  0.03
C (-1.1182, -3.7619, -1.0211)  0.00
C (-1.2238, -4.7195, -0.0112)  0.00
C (-1.7468, -5.9702, -0.3061)  0.00
C (-2.1610, -6.2557, -1.5997)  0.00
C (-2.0600, -5.3004, -2.6073)  0.00
C (-1.5420, -4.0479, -2.3234)  0.00
C (-1.3182, -0.9799, -1.6859)  0.02
C (-0.6927, -0.1528, -2.6216)  0.01
C (-1.4368, 0.8024, -3.3199)  0.01
C (-2.7882, 0.9487, -3.0656)  0.01
C (-3.4132, 0.1521, -2.1030)  0.00
C (-2.6857, -0.7975, -1.4096)  0.01
C (2.1406, -1.3411, -1.2112)  0.02
C (3.4410, -1.5486, -1.6824)  0.00
C (4.3784, -0.5692, -1.4918)  0.02
C (4.0234, 0.6159, -0.8345)  0.00
C (2.7412, 0.7494, -0.3987)  0.02
N (1.7801, -0.2094, -0.5678)  0.02
H (1.4157, -3.1438, -1.8658)  0.00
H (-0.9027, -4.4919, 0.9984)  0.00
H (-1.8338, -6.7173, 0.4721)  0.00
H (-2.5723, -7.2309, -1.8274)  0.00
H (-2.3911, -5.5321, -3.6115)  0.00
H (-1.4752, -3.2997, -3.1041)  0.00
H (0.3478, -0.3040, -2.8762)  0.00
H (-0.9529, 1.4126, -4.0720)  0.00
H (-3.3679, 1.6755, -3.6220)  0.00
H (-4.4743, 0.2576, -1.9154)  0.00
H (-3.1835, -1.4329, -0.6849)  0.00
H (3.6849, -2.4728, -2.1906)  0.00
H (5.3902, -0.7139, -1.8504)  0.00
H (4.7362, 1.4122, -0.6729)  0.00
H (2.4241, 1.6465, 0.1186)  0.00
C (-0.6431, 0.2001, 3.6626)  0.00
P (0.5706, 0.4689, 2.3233)  0.03
C (2.0196, -0.4628, 2.8973)  0.01
C (0.9970, 2.2340, 2.4596)  0.01
C (1.8563, 2.7187, 3.4395)  0.00
C (2.1347, 4.0763, 3.5171)  0.00
C (1.5508, 4.9569, 2.6184)  0.00
C (0.6890, 4.4845, 1.6365)  0.00
C (0.4065, 3.1255, 1.5461)  0.01
P (-0.6965, 2.4373, 0.2641)  0.03
C (-0.8534, 3.7195, -1.0086)  0.01
C (-2.3741, 2.4161, 1.0205)  0.00
H (-0.1591, 0.3262, 4.6319)  0.00
H (-1.0542, -0.8081, 3.6027)  0.00
H (-1.4586, 0.9189, 3.5881)  0.00
H (2.2671, -0.1913, 3.9222)  0.00
H (2.8831, -0.2896, 2.2572)  0.00
H (1.7744, -1.5249, 2.8765)  0.00
H (2.3208, 2.0431, 4.1489)  0.00
H (2.8107, 4.4443, 4.2778)  0.00
H (1.7698, 6.0154, 2.6769)  0.00
H (0.2509, 5.1877, 0.9402)  0.00
H (0.1222, 3.9850, -1.4132)  0.00
H (-1.3315, 4.6089, -0.5996)  0.00
H (-1.4737, 3.3306, -1.8139)  0.00
H (-2.4606, 3.2174, 1.7539)  0.00
H (-2.5964, 1.4691, 1.5133)  0.00
H (-3.1153, 2.5674, 0.2348)  0.00

***

C27H31N3O3 in the gas phase. Source: the Open Molecules 2025 dataset; level of theory: ωB97M-V with the def2-TZVPD basis set.

Its spin multiplicity is 1. The molecular weight is 445.56 g/mol. As for the total charge: 0. The SMILES is COc1ccc(CN2CCC(C(=O)Nc3ccc(Oc4cccnc4)cc3)CC2)c(C)c1C. Its HOMO-LUMO gap is 8.74 eV. The value obtained for the energy relative to the best compared isomer or geometry (same formula, charge and spin) is 2.7656 eV. The value obtained for the HOMO energy is -8.22 eV.

Last column: Mulliken charge in e.
CARTESIAN COORDINATES (ANGSTROEM)
C (-8.1981, -3.2448, -0.4683)  -0.93
O (-8.0834, -1.8456, -0.4454)  -0.48
C (-6.8881, -1.2935, -0.0665)  1.15
C (-5.7697, -2.0360, 0.2804)  -0.95
C (-4.6085, -1.3883, 0.6617)  -1.38
C (-4.5281, -0.0066, 0.6974)  -0.09
C (-3.2460, 0.6414, 1.1551)  -0.74
N (-2.6287, 1.4312, 0.0957)  0.09
C (-1.5123, 2.2380, 0.5367)  -1.24
C (-0.2306, 1.4360, 0.8044)  -0.63
C (0.1591, 0.6484, -0.4548)  0.40
C (1.3646, -0.2233, -0.1219)  0.07
O (1.2701, -1.3820, 0.2125)  -0.68
N (2.5422, 0.4648, -0.2011)  -0.04
C (3.8372, 0.0349, 0.1025)  0.61
C (4.8776, 0.9515, -0.0382)  -0.85
C (6.1798, 0.5932, 0.2454)  -0.19
C (6.4632, -0.7004, 0.6695)  0.32
O (7.7278, -1.1011, 1.0346)  -0.47
C (8.8105, -0.6979, 0.3141)  0.50
C (8.7805, -0.3854, -1.0427)  -0.20
C (9.9675, -0.0427, -1.6670)  -0.53
C (11.1348, -0.0261, -0.9196)  -0.28
N (11.1712, -0.3410, 0.3648)  -0.57
C (10.0472, -0.6701, 0.9654)  -0.41
C (5.4277, -1.6154, 0.8207)  -1.06
C (4.1248, -1.2549, 0.5417)  -0.25
C (-1.0254, -0.2080, -0.9026)  -0.76
C (-2.2737, 0.6633, -1.0819)  -1.19
C (-5.6468, 0.7473, 0.3270)  1.36
C (-5.5930, 2.2466, 0.3354)  -2.11
C (-6.8288, 0.1078, -0.0383)  1.26
C (-8.0508, 0.9009, -0.3998)  -1.84
H (-8.0302, -3.6810, 0.5221)  0.36
H (-9.2210, -3.4507, -0.7815)  0.26
H (-7.5049, -3.6962, -1.1860)  0.35
H (-5.7867, -3.1139, 0.2644)  0.44
H (-3.7491, -1.9820, 0.9395)  0.36
H (-3.4613, 1.3258, 1.9826)  0.47
H (-2.5781, -0.1443, 1.5404)  0.48
H (-1.3127, 2.9736, -0.2516)  0.54
H (-1.8051, 2.7804, 1.4395)  0.48
H (0.5720, 2.1156, 1.1004)  0.42
H (-0.3976, 0.7365, 1.6255)  0.28
H (0.4187, 1.3543, -1.2533)  0.26
H (2.4844, 1.4308, -0.4932)  0.21
H (4.6650, 1.9598, -0.3661)  0.32
H (6.9746, 1.3186, 0.1495)  0.52
H (7.8511, -0.4223, -1.5935)  0.48
H (9.9808, 0.2020, -2.7179)  0.37
H (12.0833, 0.2445, -1.3623)  0.36
H (10.1113, -0.9298, 2.0128)  0.41
H (5.6585, -2.6111, 1.1647)  0.41
H (3.3259, -1.9670, 0.6590)  0.56
H (-1.2047, -0.9805, -0.1544)  0.16
H (-0.7887, -0.7085, -1.8427)  0.49
H (-2.0997, 1.3791, -1.8934)  0.46
H (-3.1293, 0.0428, -1.3538)  0.52
H (-6.1234, 2.6532, -0.5218)  0.46
H (-6.0671, 2.6352, 1.2375)  0.33
H (-4.5647, 2.5881, 0.2978)  0.33
H (-7.9004, 1.4310, -1.3403)  0.34
H (-8.9024, 0.2380, -0.5124)  0.34
H (-8.2725, 1.6360, 0.3716)  0.36

***

C27H31N3O5 in the gas phase. Source: the Open Molecules 2025 dataset; level of theory: ωB97M-V with the def2-TZVPD basis set.

Its spin multiplicity is 1. The molecular weight is 477.56 g/mol. As for the total charge: 0. The SMILES is CCCCOc1ccc(/C=C/C(=O)NC2=Nc3ccccc3NC(C)=C2C(=O)OCC)cc1OC. Its HOMO-LUMO gap is 7.62 eV. The value obtained for the energy relative to the best compared isomer or geometry (same formula, charge and spin) is 2.9945 eV. The value obtained for the HOMO energy is -7.75 eV.

Last column: Mulliken charge in e.
CARTESIAN COORDINATES (ANGSTROEM)
C (2.7941, 2.7949, 1.9175)  -1.62
C (3.1720, 1.3429, 2.1830)  1.13
C (3.5642, 1.1221, 3.6429)  -0.78
C (4.0402, -0.3025, 3.9461)  -0.48
O (2.9687, -1.2287, 4.0351)  -0.53
C (2.3137, -1.6318, 2.9114)  0.25
C (0.9295, -1.7379, 3.0253)  -0.32
C (0.1394, -2.1272, 1.9662)  -0.83
C (0.7237, -2.4400, 0.7407)  0.65
C (-0.0508, -2.7246, -0.4485)  -0.53
C (-1.3151, -2.3332, -0.6498)  -0.53
C (-1.9914, -2.5278, -1.9398)  -0.17
O (-1.8310, -3.4909, -2.6609)  -0.64
N (-2.8967, -1.5446, -2.2863)  0.12
C (-3.0100, -0.2394, -1.8514)  0.28
N (-4.1186, 0.3195, -2.1351)  -0.71
C (-4.5234, 1.5690, -1.7219)  0.03
C (-5.4318, 2.2443, -2.5348)  -0.73
C (-6.0209, 3.4268, -2.1278)  -0.56
C (-5.7319, 3.9442, -0.8788)  -0.73
C (-4.8221, 3.2924, -0.0614)  -0.66
C (-4.2020, 2.1233, -0.4730)  0.87
N (-3.2510, 1.5399, 0.4001)  -0.21
C (-2.0262, 1.0788, 0.0070)  0.62
C (-0.8944, 1.3860, 0.9329)  -0.98
C (-1.8501, 0.3472, -1.1364)  0.23
C (-0.5092, 0.0923, -1.6669)  0.55
O (0.5416, 0.3336, -1.1099)  -0.68
O (-0.5644, -0.3875, -2.9245)  -0.27
C (0.6739, -0.7214, -3.5432)  -0.09
C (0.4065, -1.7455, -4.6315)  -1.19
C (2.1163, -2.4075, 0.6402)  -0.63
C (2.9215, -2.0150, 1.6957)  0.96
O (4.2876, -1.9783, 1.6282)  -0.46
C (4.9127, -2.2938, 0.4077)  -1.01
H (2.5078, 2.9230, 0.8767)  0.37
H (1.9564, 3.0918, 2.5451)  0.32
H (3.6317, 3.4562, 2.1299)  0.45
H (4.0105, 1.0649, 1.5405)  0.13
H (2.3268, 0.7049, 1.9201)  -0.60
H (2.7137, 1.3499, 4.2896)  0.30
H (4.3761, 1.8060, 3.9017)  0.43
H (4.7811, -0.6213, 3.2098)  0.22
H (4.4911, -0.3338, 4.9421)  0.38
H (0.4914, -1.4820, 3.9777)  0.48
H (-0.9299, -2.1908, 2.0921)  0.54
H (0.4738, -3.1968, -1.2698)  0.48
H (-1.8830, -1.8341, 0.1196)  0.46
H (-3.5418, -1.7899, -3.0287)  0.31
H (-5.6683, 1.8083, -3.4925)  0.46
H (-6.7204, 3.9310, -2.7769)  0.38
H (-6.2061, 4.8507, -0.5353)  0.38
H (-4.5900, 3.6998, 0.9140)  0.31
H (-3.2491, 1.9963, 1.3049)  0.33
H (-0.3600, 0.4761, 1.1990)  -0.09
H (-1.2462, 1.8809, 1.8363)  0.47
H (-0.1722, 2.0271, 0.4299)  0.33
H (1.3522, -1.1128, -2.7764)  0.17
H (1.1179, 0.1925, -3.9565)  0.36
H (-0.0884, -2.6176, -4.2114)  0.23
H (1.3443, -2.0486, -5.0885)  0.43
H (-0.2392, -1.3183, -5.3940)  0.31
H (2.5612, -2.6798, -0.3035)  0.34
H (4.7195, -3.3297, 0.1125)  0.35
H (5.9796, -2.1661, 0.5859)  0.26
H (4.5948, -1.6175, -0.3920)  0.40

***

Number 1: total energy -96633.1229 eV. Number 2: total energy -85025.1171 eV. Number 3: total energy -39115.1810 eV. Number 4: total energy -43209.5962 eV.